DFT (wB97M-V/def2-TZVPD) results for a 5-piece molecular cluster, C40H39O13 overall in a non-equilibrium geometry.

```
92
Properties=species:S:1:pos:R:3:forces:R:3
C 2.027 -0.314 3.474 -0.3 -0.3 -0.8
C 1.618 0.400 2.171 0.3 0.4 0.8
O 2.650 0.402 1.191 -0.4 -0.1 -0.3
C 2.454 -0.581 0.178 0.7 0.0 0.1
C 2.991 -1.946 0.571 -0.9 -0.3 -0.2
C 2.392 -3.054 -0.335 0.8 0.2 0.7
C 1.421 -3.975 0.425 0.0 -0.3 -1.2
C -0.053 -3.721 0.065 -0.4 0.0 1.1
C -0.863 -3.201 1.260 0.7 0.2 -0.3
C -1.693 -4.288 1.878 0.5 0.2 -0.2
O -0.879 -5.074 2.775 -0.1 0.0 0.3
O -0.435 -6.219 2.042 -0.1 -0.5 -0.2
O -1.831 -2.105 0.747 -0.1 0.0 0.5
C -2.956 -2.558 0.259 -0.2 0.1 -0.2
O -3.080 -3.370 -0.637 0.0 -0.6 -0.3
C -4.192 -1.956 0.852 -0.1 0.7 0.0
C -4.445 -0.596 0.657 -0.3 0.0 0.2
C -5.612 -0.008 1.138 0.1 -0.6 0.1
C -6.527 -0.794 1.831 0.3 -0.3 -0.1
C -6.274 -2.153 2.025 0.0 0.4 -0.1
C -5.108 -2.739 1.543 -0.3 0.3 -0.1
H 1.881 0.333 4.330 0.1 0.0 0.2
H 1.435 -1.218 3.577 -0.1 -0.2 0.2
H 3.065 -0.612 3.379 0.2 0.1 0.2
H 0.694 -0.013 1.778 -0.1 -0.2 -0.2
H 1.434 1.445 2.422 -0.1 0.2 -0.1
H 2.998 -0.239 -0.701 0.0 0.2 -0.2
H 1.403 -0.642 -0.087 -0.2 0.0 0.0
H 2.652 -2.154 1.581 0.1 0.0 0.2
H 4.076 -1.973 0.560 0.2 0.2 0.0
H 1.908 -2.590 -1.191 -0.2 0.0 -0.2
H 3.226 -3.624 -0.743 0.0 -0.2 -0.1
H 1.567 -3.897 1.496 -0.1 0.1 0.2
H 1.667 -5.001 0.145 0.0 -0.2 0.0
H -0.490 -4.654 -0.313 -0.1 -0.1 -0.3
H -0.142 -2.968 -0.706 0.2 0.0 -0.3
H -2.117 -5.013 1.162 -0.2 -0.1 0.1
H -2.471 -3.867 2.510 -0.2 0.0 0.1
H 0.509 -6.230 2.231 0.1 0.3 0.0
H -3.740 0.010 0.109 0.2 0.0 0.0
H -5.800 1.041 0.976 0.0 0.2 0.0
H -7.443 -0.369 2.209 -0.1 0.1 0.0
H -7.020 -2.734 2.546 0.0 -0.2 0.1
H -4.927 -3.794 1.670 0.1 -0.2 0.0
C -1.848 -2.391 -3.649 0.0 0.0 0.0
C -1.155 -1.611 -2.823 0.0 0.1 0.0
C -0.172 -0.627 -3.337 0.0 0.0 0.0
O 0.466 0.088 -2.594 0.0 0.0 0.0
C 0.010 -0.544 -4.811 0.0 0.0 -0.1
C -0.683 -1.323 -5.636 0.0 0.0 0.0
C -1.669 -2.308 -5.118 0.0 0.0 0.1
O -2.300 -3.012 -5.880 0.0 0.0 0.0
H -2.568 -3.114 -3.286 0.0 0.0 0.1
H -1.277 -1.660 -1.746 0.0 0.0 0.0
H 0.733 0.181 -5.164 0.0 0.0 0.0
H -0.568 -1.280 -6.712 0.0 0.0 0.0
C -7.018 -3.982 -1.452 0.1 0.1 0.0
C -6.868 -5.299 -1.334 0.0 0.0 0.0
C -7.975 -6.232 -1.654 0.1 0.0 0.0
O -7.847 -7.434 -1.548 0.0 0.0 0.0
C -9.258 -5.641 -2.113 0.0 0.0 0.0
C -9.410 -4.326 -2.231 0.0 0.0 0.0
C -8.300 -3.390 -1.910 0.0 0.0 0.0
O -8.445 -2.192 -2.022 0.0 0.0 0.0
H -6.219 -3.287 -1.219 0.0 0.0 0.0
H -5.939 -5.747 -1.002 0.0 0.0 0.0
H -10.052 -6.341 -2.342 0.0 0.0 0.0
H -10.336 -3.874 -2.563 0.0 0.0 0.0
C 3.960 3.119 1.802 0.0 0.0 0.1
C 4.561 3.561 0.700 0.0 0.0 0.0
C 5.154 4.914 0.635 0.0 -0.1 0.0
O 5.703 5.318 -0.375 0.0 0.1 0.1
C 5.060 5.769 1.845 0.0 0.0 0.0
C 4.460 5.333 2.949 0.0 0.0 0.0
C 3.864 3.973 3.014 0.0 0.0 0.0
O 3.320 3.580 4.024 0.0 0.0 0.0
H 3.521 2.129 1.860 0.1 0.0 -0.1
H 4.640 2.955 -0.194 0.0 0.0 0.0
H 5.499 6.757 1.778 0.0 0.0 0.1
H 4.378 5.940 3.842 0.0 0.0 0.0
C 6.832 8.560 -0.249 0.0 0.0 0.0
C 7.432 8.995 -1.354 0.0 0.0 0.0
C 8.030 10.351 -1.426 0.0 0.0 0.0
O 8.576 10.751 -2.431 0.0 0.0 0.0
C 7.935 11.206 -0.214 0.0 0.0 0.0
C 7.336 10.774 0.891 0.0 0.0 0.0
C 6.738 9.417 0.960 0.0 0.0 0.0
O 6.194 9.025 1.972 0.0 0.0 0.0
H 6.391 7.572 -0.180 0.0 0.0 -0.1
H 7.513 8.387 -2.246 0.0 0.0 0.0
H 8.378 12.191 -0.288 0.0 0.0 0.0
H 7.254 11.380 1.785 0.0 0.0 0.0
```
Forces are in eV/Å.

- Total charge: -1
- E_HOMO: -2.85 eV
- Energy above the lowest of the compared OMol25 structures with the same formula, charge and spin: 0.00 kJ/mol
- LUMO energy: -0.464 eV
- Gap between HOMO and LUMO: 2.39 eV
- Total energy: -68721.4623 eV